[1]
17
Properties=species:S:1:pos:R:3 method="wB97M-V/def2-TZVPD" multiplicity=3 gap_ev="7.4926 / 9.6676" e_homo_ev="-17.13 / -22.10" charge=+2 de_lowest_kcal_mol=60.7 energy_ha=-284.230250
C -0.071 -2.069 1.946
C -0.293 0.040 0.585
C -0.972 1.208 -1.554
N 0.167 -1.318 0.917
N 1.224 1.339 -0.588
N 0.090 0.555 -0.659
H -0.961 -1.839 2.502
H 0.417 -2.944 2.284
H -1.350 0.010 0.810
H 0.286 0.720 1.315
H -1.799 0.497 -1.442
H -1.219 2.079 -1.016
H -0.647 1.372 -2.537
H 1.069 -1.603 0.512
H 2.042 1.079 -0.050
H 1.574 1.663 -1.447
H 0.444 -0.789 -1.577

[2]
127
Properties=species:S:1:pos:R:3 method="wB97M-V/def2-TZVPD" gap_ev=7.9236 e_homo_ev=-9.78 charge=+1 de_lowest_kcal_mol=13.4 energy_ha=-5286.815002
Ba 0.987 -0.086 0.031
N 0.665 -0.894 -3.004
C 0.826 0.000 -4.086
C 1.027 -0.429 -5.369
C 1.212 0.496 -6.420
C 1.182 1.836 -6.177
C 0.998 2.308 -4.854
C 0.993 3.688 -4.537
C 0.863 4.069 -3.238
C 0.754 3.067 -2.248
N 0.740 1.778 -2.487
C 0.840 1.393 -3.795
H 0.553 -1.845 -3.317
H -0.167 -0.651 -2.463
H 1.028 -1.494 -5.586
H 1.366 0.124 -7.425
H 1.308 2.555 -6.979
H 1.104 4.415 -5.334
H 0.862 5.110 -2.939
H 0.702 3.388 -1.213
C 5.158 2.636 -1.265
Sb 3.997 0.873 -0.979
C 5.034 0.234 0.800
C 4.997 -0.327 -2.491
C 6.059 -1.228 -1.947
C 7.340 -0.700 -1.761
C 8.362 -1.441 -1.189
C 8.114 -2.747 -0.793
C 6.855 -3.290 -0.990
C 5.815 -2.555 -1.568
C 4.494 -3.240 -1.784
Sb 2.937 -2.861 -0.338
C 1.958 -4.739 -0.623
C 4.052 -3.442 1.384
H 6.188 2.454 -0.962
H 4.735 3.438 -0.660
H 5.131 2.932 -2.315
H 5.995 -0.224 0.565
H 4.422 -0.443 1.397
H 5.194 1.160 1.358
H 5.437 0.401 -3.176
H 4.215 -0.861 -3.033
H 7.532 0.322 -2.073
H 9.344 -1.000 -1.064
H 8.900 -3.344 -0.347
H 6.673 -4.321 -0.702
H 4.647 -4.321 -1.745
H 4.079 -3.008 -2.769
H 2.694 -5.526 -0.456
H 1.568 -4.827 -1.638
H 1.138 -4.836 0.088
H 4.273 -4.508 1.346
H 3.480 -3.204 2.280
H 4.988 -2.882 1.405
C -1.330 -4.042 -2.475
C -1.493 -3.726 -1.029
N -1.128 -2.636 -0.376
C -1.572 -2.820 0.926
C -2.187 -4.021 1.056
N -2.134 -4.588 -0.198
H -0.811 -3.233 -2.967
H -2.298 -4.150 -2.969
H -0.764 -4.962 -2.632
H -1.437 -2.063 1.688
H -2.652 -4.513 1.897
H -2.492 -5.489 -0.465
Cl -3.411 -1.157 5.719
C -4.062 -0.515 4.240
C -4.112 -1.327 3.119
C -4.681 -0.834 1.960
C -5.219 0.452 1.888
C -5.951 0.953 0.658
C -5.285 0.546 -0.647
N -3.888 0.932 -0.643
C -3.351 2.186 -0.461
C -2.000 2.013 -0.480
N -1.695 0.681 -0.673
C -2.854 0.071 -0.747
O -7.349 0.657 0.690
C -7.881 -0.443 -0.036
C -7.472 -1.806 0.442
C -7.624 -2.283 1.710
Cl -8.295 -1.451 3.049
S -6.997 -3.855 1.916
C -6.536 -3.936 0.273
C -6.848 -2.785 -0.386
C -5.093 1.244 3.030
Cl -5.679 2.893 3.061
C -4.528 0.783 4.211
H -3.723 -2.338 3.169
H -4.717 -1.488 1.095
H -5.936 2.037 0.696
H -5.801 1.011 -1.488
H -5.306 -0.533 -0.806
H -3.966 3.063 -0.333
H -1.245 2.771 -0.354
H -3.006 -0.994 -0.867
H -7.651 -0.362 -1.104
H -8.958 -0.316 0.054
H -6.084 -4.828 -0.138
H -6.655 -2.635 -1.444
H -4.476 1.422 5.081
C 0.649 -1.141 4.278
C 0.778 -0.653 2.860
O -0.251 -0.335 2.220
O 1.941 -0.600 2.338
H 0.020 -0.461 4.852
H 1.621 -1.266 4.752
H 0.130 -2.104 4.272
N 2.610 2.147 3.484
C 1.862 3.043 2.839
S 1.512 2.916 1.181
N 1.486 4.116 3.570
C 0.582 5.152 3.174
C -0.686 4.835 2.699
C -1.557 5.861 2.372
C -1.178 7.188 2.536
C 0.078 7.491 3.036
C 0.965 6.471 3.355
H 2.806 1.257 3.040
H 2.716 2.197 4.484
H 1.972 4.272 4.438
H -0.981 3.798 2.600
H -2.549 5.626 2.003
H -1.869 7.983 2.285
H 0.378 8.522 3.175
H 1.957 6.697 3.731

[3]
63
Properties=species:S:1:pos:R:3 method="wB97M-V/def2-TZVPD" multiplicity=3 gap_ev="7.6859 / 7.1928" e_homo_ev="-14.31 / -14.16" charge=+2 de_lowest_kcal_mol=43.4 energy_ha=-3561.924244
Re -1.246 1.817 -0.836
F -3.957 0.687 -4.422
C -3.474 -0.266 -3.650
F -4.249 -1.322 -3.666
F -2.249 -0.578 -4.021
S -3.438 0.354 -1.862
O -2.071 -0.054 -1.376
O -4.540 -0.219 -1.187
N -3.448 1.951 -1.778
S -2.485 2.985 -2.521
O -1.405 2.273 -3.204
O -2.030 3.926 -1.513
C -3.471 4.023 -3.708
F -2.629 4.876 -4.241
F -4.391 4.636 -2.995
F -4.022 3.265 -4.628
S 1.034 1.979 -0.898
Sb 2.110 0.117 0.116
C 1.031 -1.584 -0.421
C 0.511 -1.740 -1.701
C -0.136 -2.925 -2.023
C -0.248 -3.935 -1.080
C 0.282 -3.776 0.194
C 0.930 -2.596 0.536
C 4.029 0.037 -0.610
C 4.391 -1.055 -1.395
C 5.690 -1.105 -1.886
C 6.584 -0.086 -1.591
C 6.202 0.995 -0.805
C 4.912 1.068 -0.301
C 1.995 0.222 2.185
C 2.858 -0.582 2.925
C 2.754 -0.571 4.309
C 1.812 0.239 4.929
C 0.970 1.048 4.177
C 1.054 1.047 2.790
H 0.606 -0.952 -2.439
H -0.543 -3.065 -3.016
H -0.743 -4.861 -1.342
H 0.209 -4.577 0.917
H 1.347 -2.474 1.527
H 3.689 -1.848 -1.621
H 6.001 -1.941 -2.497
H 7.592 -0.133 -1.978
H 6.909 1.782 -0.583
H 4.613 1.909 0.314
H 3.610 -1.196 2.441
H 3.418 -1.185 4.903
H 1.747 0.253 6.008
H 0.260 1.697 4.671
H 0.417 1.695 2.200
O -1.771 1.864 1.053
N -2.514 0.870 1.623
C -3.670 1.250 2.182
C -4.454 0.310 2.815
C -4.028 -1.009 2.860
C -2.814 -1.355 2.278
C -2.057 -0.387 1.659
H -3.916 2.298 2.096
H -5.389 0.620 3.259
H -4.634 -1.760 3.348
H -2.442 -2.370 2.294
H -1.105 -0.586 1.186

[4]
27
Properties=species:S:1:pos:R:3 method="wB97M-V/def2-TZVPD" gap_ev=8.5015 e_homo_ev=-7.60 de_lowest_kcal_mol=52.0 energy_ha=-482.832319 smiles=Cc1c[nH]c2ccccc12.CC
C 3.094 0.892 1.285
C 1.759 0.219 1.570
C 0.674 0.662 2.360
N -0.353 -0.212 2.228
C -0.106 -1.141 1.113
C -0.933 -2.043 0.411
C -0.399 -2.602 -0.657
C 0.928 -2.621 -1.023
C 1.737 -1.801 -0.224
C 1.289 -0.941 0.812
H 3.740 0.251 0.788
H 3.504 1.518 2.112
H 2.841 1.626 0.453
H 0.553 1.474 3.032
H -1.077 -0.381 2.990
H -1.939 -2.132 0.512
H -1.109 -3.202 -1.402
H 1.322 -3.164 -1.914
H 2.891 -1.684 -0.386
C -2.563 2.517 -1.445
C -2.049 1.246 -2.098
H -2.058 3.402 -1.801
H -3.648 2.763 -1.598
H -2.403 2.427 -0.368
H -2.623 0.339 -1.916
H -0.946 1.099 -1.751
H -2.127 1.491 -3.083

[5]
9
Properties=species:S:1:pos:R:3 method="wB97M-V/def2-TZVPD" gap_ev=9.7004 e_homo_ev=-8.94 de_lowest_kcal_mol=13.4 energy_ha=-321.356272 smiles="O=c1[nH]cco1"
O -2.100 -0.932 -0.862
C -1.116 -0.428 -0.391
N 0.204 -0.818 -0.496
C 1.013 0.081 0.204
C 0.189 0.980 0.745
O -1.113 0.695 0.402
H 0.496 -1.370 -1.284
H 2.078 -0.051 0.311
H 0.350 1.843 1.371

[6]
14
Properties=species:S:1:pos:R:3 method="wB97M-V/def2-TZVPD" gap_ev="8.1158 / 8.1170" e_homo_ev="-7.67 / -7.67" de_lowest_kcal_mol=89.2 energy_ha=-630.492717
C 0.646 -0.693 1.594
C 0.986 0.511 0.717
C -0.844 -0.218 -0.493
C -0.814 -0.180 -1.944
O 0.975 1.785 1.148
S -0.425 -1.681 0.528
H 1.594 -1.254 1.916
H 0.179 -0.326 2.529
H 1.719 0.483 0.014
H -1.680 0.157 0.034
H -0.830 -1.282 -2.515
H 0.116 0.266 -2.372
H -1.653 0.417 -2.399
H 0.030 2.015 1.243

[7]
60
Properties=species:S:1:pos:R:3 method="wB97M-V/def2-TZVPD" gap_ev="4.9426 / 4.2021" e_homo_ev="-6.60 / -6.61" de_lowest_kcal_mol=186.1 energy_ha=-1440.862722
C 3.783 -2.089 2.200
C -0.509 -1.421 3.487
H 3.234 -2.936 1.777
H 3.118 -2.046 3.172
H 3.616 -1.020 1.944
H -0.526 -2.362 2.916
H 0.537 -1.612 3.914
H -0.248 -0.436 3.066
C 1.607 -2.848 -2.412
C 1.487 -3.442 -3.664
C 0.258 -3.972 -4.027
C -0.800 -3.865 -3.125
H 2.567 -2.388 -2.079
H 2.355 -3.473 -4.317
H 0.098 -4.456 -4.987
H -1.783 -4.247 -3.364
N 0.613 -2.753 -1.510
C -0.595 -3.239 -1.877
C -1.726 -3.051 -0.899
N -1.442 -2.380 0.248
C -2.465 -2.114 1.086
C -4.060 -3.275 -0.290
C -3.782 -2.552 0.867
H -2.188 -1.547 1.989
H -4.536 -2.313 1.610
C -3.031 -3.520 -1.180
H -3.194 -4.065 -2.104
H -5.050 -3.635 -0.500
Ba 1.325 -1.554 1.608
I 4.304 -0.869 -0.773
C 4.035 3.061 0.334
C 2.822 2.224 0.724
C 2.837 1.981 2.227
C 1.526 2.870 0.264
C 1.409 4.196 -0.097
C 0.177 4.757 -0.446
C -0.960 3.971 -0.483
C -0.933 2.620 -0.181
C -2.196 1.762 -0.249
C -3.141 2.109 0.890
C -2.905 1.942 -1.584
C 0.312 2.024 0.285
O 0.354 0.824 0.714
H 4.089 3.991 0.928
H 4.013 3.323 -0.735
H 4.953 2.487 0.508
H 2.931 1.265 0.208
H 2.889 2.945 2.765
H 1.930 1.459 2.571
H 3.714 1.379 2.510
H 2.297 4.804 -0.094
H 0.122 5.808 -0.692
H -1.922 4.399 -0.758
H -1.896 0.715 -0.148
H -3.483 3.158 0.811
H -4.027 1.459 0.874
H -2.645 1.987 1.864
H -2.228 1.718 -2.422
H -3.768 1.267 -1.659
H -3.270 2.976 -1.706

[8]
148
Properties=species:S:1:pos:R:3 method="wB97M-V/def2-TZVPD" gap_ev=9.3715 e_homo_ev=-8.94 de_lowest_kcal_mol=38.5 energy_ha=-2907.358761 smiles="CNC(C)=O.CNC(C)=O.CNC(C)=O.COCCOC.COCCOC.COCCOC.COCCOC.COCCOC.COCCOC.COCCOC"
C -5.907 0.577 -0.101
N -5.386 -0.794 -0.066
C -4.814 -1.326 1.020
C -4.377 -2.832 0.912
O -4.569 -0.710 2.063
H -6.635 0.684 0.682
H -6.354 0.638 -1.046
H -5.130 1.394 -0.056
H -5.494 -1.355 -0.887
H -4.889 -3.377 1.693
H -3.311 -2.897 1.160
H -4.640 -3.251 -0.061
C 7.533 -3.039 -2.735
N 6.306 -3.429 -3.396
C 5.523 -2.407 -3.827
C 4.133 -2.736 -4.375
O 6.030 -1.295 -3.800
H 7.363 -2.286 -1.924
H 8.079 -2.493 -3.468
H 8.200 -3.871 -2.403
H 5.830 -4.278 -3.025
H 3.588 -1.802 -4.520
H 3.699 -3.414 -3.674
H 4.235 -3.342 -5.267
C 3.311 1.614 3.009
N 3.132 2.097 1.636
C 2.185 3.032 1.294
C 2.156 3.327 -0.205
O 1.393 3.591 2.074
H 4.217 0.987 3.009
H 2.475 0.948 3.299
H 3.411 2.375 3.740
H 3.729 1.695 0.906
H 2.113 2.443 -0.767
H 3.068 3.847 -0.535
H 1.350 3.996 -0.435
C -4.180 -0.638 4.998
O -2.915 -0.456 5.642
C -1.931 -0.707 4.720
C -0.553 -0.853 5.367
O 0.335 -1.365 4.387
C 1.603 -1.341 5.041
H -4.105 -0.026 4.076
H -4.945 -0.326 5.675
H -4.365 -1.668 4.764
H -1.927 0.233 4.057
H -2.003 -1.608 4.074
H -0.700 -1.572 6.205
H -0.215 0.114 5.817
H 1.724 -2.131 5.730
H 1.707 -0.375 5.603
H 2.326 -1.403 4.278
C -0.436 -4.367 2.373
O -0.609 -3.805 1.076
C -1.159 -4.810 0.160
C -1.158 -4.257 -1.245
O 0.129 -4.417 -1.802
C 0.449 -3.851 -3.095
H 0.549 -4.907 2.403
H -1.278 -5.027 2.674
H -0.496 -3.543 3.085
H -2.178 -4.978 0.522
H -0.491 -5.685 0.218
H -1.483 -3.173 -1.251
H -1.884 -4.854 -1.860
H -0.347 -4.188 -3.813
H 1.376 -4.330 -3.365
H 0.414 -2.831 -3.058
C -2.657 6.663 5.762
O -2.421 6.768 4.400
C -1.816 5.532 3.817
C -1.831 5.511 2.272
O -3.227 5.587 1.881
C -3.701 6.823 1.419
H -1.747 6.701 6.392
H -3.206 5.781 6.051
H -3.192 7.520 6.065
H -2.393 4.663 4.161
H -0.887 5.427 4.311
H -1.358 4.556 1.997
H -1.137 6.265 1.886
H -4.562 6.543 0.869
H -3.030 7.302 0.690
H -3.755 7.551 2.240
C 6.380 3.070 0.050
O 5.354 2.270 -0.510
C 5.886 1.115 -1.175
C 5.018 -0.070 -0.976
O 5.188 -0.516 0.382
C 4.155 -1.374 0.921
H 6.856 2.392 0.815
H 5.929 3.938 0.564
H 7.120 3.346 -0.713
H 6.879 0.914 -0.786
H 6.042 1.324 -2.256
H 5.260 -0.900 -1.675
H 3.945 0.173 -1.209
H 4.330 -1.482 1.958
H 4.190 -2.337 0.468
H 3.163 -0.870 0.727
C -2.771 -1.248 -3.002
O -3.870 -2.055 -2.675
C -4.713 -2.356 -3.740
C -5.968 -2.975 -3.109
O -6.745 -1.984 -2.418
C -7.692 -2.627 -1.602
H -3.113 -0.316 -3.435
H -2.052 -1.715 -3.737
H -2.183 -1.170 -2.096
H -4.356 -3.163 -4.340
H -4.875 -1.522 -4.362
H -5.671 -3.739 -2.421
H -6.657 -3.311 -3.860
H -8.256 -1.884 -1.087
H -7.247 -3.256 -0.878
H -8.316 -3.223 -2.265
C 0.930 0.655 -3.102
O 0.874 2.005 -2.851
C 1.041 2.796 -4.004
C 2.490 2.706 -4.586
O 2.754 1.475 -5.213
C 4.132 1.175 -5.065
H 0.449 0.312 -4.105
H 0.354 0.165 -2.345
H 1.897 0.182 -3.063
H 0.876 3.873 -3.838
H 0.381 2.485 -4.747
H 3.178 2.858 -3.748
H 2.598 3.634 -5.275
H 4.713 2.059 -5.395
H 4.473 0.312 -5.645
H 4.366 0.892 -4.057
C 0.804 -1.375 -0.606
O 0.942 -0.186 0.091
C 0.116 -0.234 1.330
C -1.373 -0.430 1.004
O -1.807 0.497 0.042
C -1.710 1.891 0.508
H 0.874 -2.291 0.026
H 1.646 -1.319 -1.354
H -0.114 -1.424 -1.203
H 0.295 0.670 1.872
H 0.419 -1.086 1.910
H -2.002 -0.393 1.906
H -1.461 -1.471 0.604
H -0.725 2.257 0.756
H -2.433 1.999 1.317
H -2.073 2.509 -0.319

no.,strongest force on any atom (eV/Å)
1,4.8
2,1.7
3,1.9
4,6.6
5,0.4
6,4.6
7,4.6
8,4.5